Molecular formula: C30H51GeN3PtS2Si3
Method: DFT, the ωB97M-V functional and the def2-TZVPD basis

The geometry in ORCA input format:
```
! RIJCOSX wB97M-V def2-TZVPD def2/J DEFGRID3
* xyz 1 2
Pt -0.88 -0.63 0.53
C 5.95 1.99 2.54
C 4.93 1.85 1.40
C 5.24 2.85 0.27
C 5.05 0.42 0.86
C 3.53 2.16 1.91
C 3.34 3.32 2.68
C 2.11 3.68 3.19
C 1.03 2.85 2.91
S -0.63 3.03 3.42
C -1.00 1.56 2.55
N 0.02 1.01 1.94
C 1.18 1.70 2.12
C 2.44 1.36 1.62
C -2.32 0.96 2.54
C -3.35 1.51 3.30
C -4.57 0.87 3.38
C -4.76 -0.32 2.69
C -3.76 -0.83 1.88
C -2.52 -0.21 1.78
H 6.94 1.73 2.18
H 5.69 1.32 3.35
H 6.00 3.00 2.93
H 6.22 2.64 -0.16
H 5.24 3.87 0.64
H 4.49 2.76 -0.51
H 6.09 0.20 0.65
H 4.49 0.30 -0.06
H 4.69 -0.30 1.59
H 4.17 3.96 2.91
H 1.98 4.57 3.78
H 2.52 0.46 1.03
H -3.18 2.44 3.83
H -5.36 1.28 3.98
H -5.71 -0.83 2.76
H -3.97 -1.75 1.34
C -0.48 -1.51 -5.11
Si -0.38 -2.06 -3.28
C -1.85 -3.17 -2.80
C 1.27 -2.94 -2.89
Ge -0.49 -0.11 -1.75
Si 1.14 1.59 -2.49
C 0.74 2.33 -4.21
C 2.89 0.82 -2.55
C 1.03 3.05 -1.26
Si -2.77 0.88 -2.04
C -2.86 1.56 -3.83
C -2.83 2.29 -0.76
C -4.16 -0.41 -1.79
H -0.48 -2.38 -5.76
H 0.37 -0.90 -5.39
H -1.38 -0.95 -5.31
H -1.72 -4.19 -3.15
H -2.78 -2.80 -3.22
H -1.96 -3.19 -1.72
H 1.35 -3.90 -3.39
H 1.36 -3.11 -1.82
H 2.12 -2.34 -3.20
H 0.28 1.62 -4.88
H 1.66 2.68 -4.68
H 0.08 3.19 -4.11
H 3.04 0.29 -3.48
H 3.03 0.10 -1.74
H 3.66 1.57 -2.47
H 0.05 3.52 -1.32
H 1.78 3.80 -1.48
H 1.19 2.73 -0.23
H -2.05 2.25 -4.04
H -3.79 2.09 -3.98
H -2.82 0.76 -4.56
H -2.41 3.21 -1.17
H -2.25 2.02 0.12
H -3.84 2.52 -0.44
H -4.34 -0.97 -2.70
H -5.09 0.07 -1.50
H -3.90 -1.11 -1.00
C -0.98 -5.33 0.91
N -1.32 -4.52 2.05
C -2.38 -4.88 2.98
C -2.39 -3.70 3.98
N -1.44 -2.78 3.38
C -0.84 -3.30 2.29
S 0.41 -2.62 1.40
H -1.37 -6.34 1.07
H 0.10 -5.36 0.80
H -1.42 -4.92 0.00
H -2.16 -5.83 3.46
H -3.33 -4.97 2.45
H -2.06 -4.01 4.97
H -3.38 -3.24 4.07
H -1.19 -1.89 3.78
*
```

Properties
frontier orbital gap (spin up / spin down) = 5.60 / 5.62 eV
ΔE to the lowest compared entry with this formula, charge and spin = 65.5 kcal per mole
lowest unoccupied orbital energy (spin up / spin down) = -4.5 / -4.6 eV
HOMO (spin up / spin down) = -10.1 / -10.2 eV